1.
DFT (the ωB97M-V functional and the def2-TZVPD basis) results for a cluster of 2 separate species, C3H13N3O in total at a distorted geometry.

Summary:
**ΔE to the lowest compared entry with this formula, charge and spin**: 2.1352 eV
**Lowest unoccupied orbital energy**: 0.6 eV
**Max |F|**: 1.007 eV/A
**Highest occupied orbital energy**: -7.74 eV

Geometry as XYZ:
```
20
C3H13N3O the ωB97M-V functional and the def2-TZVPD basis
N -1.432 1.633 -0.466
C -2.942 1.443 0.376
O -3.590 2.510 0.283
H -1.079 2.504 -0.088
H -1.661 1.709 -1.444
H -3.274 0.511 -0.140
H -2.533 1.140 1.375
C 1.826 -0.777 -0.617
N 3.274 -0.840 -0.394
C 1.093 -1.047 0.682
N -0.357 -0.887 0.513
H 1.462 -1.499 -1.368
H 1.569 0.216 -0.995
H 3.456 -1.799 -0.098
H 3.773 -0.764 -1.277
H 1.462 -0.335 1.422
H 1.339 -2.051 1.050
H -0.806 -0.794 1.413
H -0.814 0.813 -0.276
H -0.766 -1.685 0.051
```



2.
DFT (the ωB97M-V functional and the def2-TZVPD basis) results for a cluster of 2 separate species, C3H13N4 in total.

Summary:
**ΔE to the lowest compared entry with this formula, charge and spin**: 2.3912 eV
**Net charge**: +1
**Lowest unoccupied orbital energy**: -4.1 eV
**Max |F|**: 0.719 eV/A
**Highest occupied orbital energy**: -12.38 eV

Geometry as XYZ:
```
20
C3H13N4 the ωB97M-V functional and the def2-TZVPD basis
N 2.003 -2.034 -0.720
C 1.454 -2.384 0.497
N 0.844 -3.477 0.654
H 2.278 -1.077 -0.860
H 1.555 -2.436 -1.532
H 1.621 -1.648 1.291
H 0.675 -3.649 1.642
N 0.277 2.213 -1.048
C -1.010 1.905 -0.325
C -0.870 0.599 0.451
N -2.104 0.351 1.163
H 1.101 2.163 -0.444
H 0.422 1.566 -1.827
H 0.221 3.153 -1.448
H -1.223 2.728 0.348
H -1.774 1.839 -1.095
H -0.561 -0.195 -0.243
H -0.069 0.744 1.181
H -2.843 0.076 0.525
H -1.996 -0.436 1.790
```